(1)
Density functional theory data (ωB97M-V/def2-TZVPD) for a structure of composition C43H76N4O4PRb.

Summary:
Orbital gap: 5.2 eV
ΔE to the lowest compared entry with this formula, charge and spin: 0.409 eV
Strongest force on any atom: 0.971 eV/Å

The geometry in ORCA input format:
```
! wB97M-V def2-TZVPD RIJCOSX def2/J DEFGRID3
* xyz -2 1
Rb -1.75 -0.74 1.44
C -1.15 -5.27 1.27
C 0.01 -4.28 1.38
N 0.17 -3.47 0.18
C 1.03 -4.06 -0.84
C 0.77 -3.42 -2.21
N 0.68 -1.98 -2.09
C 0.31 -1.25 -3.29
C -1.08 -1.60 -3.82
C -2.20 -1.52 -2.79
N -2.34 -2.74 -2.00
C -3.66 -2.89 -1.41
C -3.64 -4.02 -0.39
N -2.94 -3.59 0.80
C -2.50 -4.66 1.68
H -0.96 -6.12 1.94
H -1.20 -5.67 0.25
H 0.94 -4.83 1.61
H -0.17 -3.61 2.23
H 0.53 -2.56 0.43
H 0.81 -5.13 -0.91
H 2.10 -3.98 -0.57
H -0.19 -3.79 -2.58
H 1.55 -3.75 -2.92
H 1.55 -1.60 -1.73
H 1.04 -1.39 -4.11
H 0.31 -0.19 -3.03
H -1.09 -2.60 -4.27
H -1.28 -0.89 -4.63
H -3.14 -1.38 -3.32
H -2.05 -0.62 -2.17
H -1.65 -2.77 -1.25
H -4.38 -3.12 -2.21
H -4.02 -1.98 -0.90
H -3.11 -4.87 -0.84
H -4.67 -4.35 -0.17
H -3.53 -2.95 1.33
H -3.25 -5.47 1.73
H -2.40 -4.24 2.68
C 0.14 3.32 -1.22
C -1.22 3.12 -0.88
C -1.87 2.65 -2.07
C -0.87 2.55 -3.07
C 0.37 2.97 -2.56
C 1.65 3.14 -3.35
C 1.41 4.13 -4.50
C 2.11 1.81 -3.97
C 2.77 3.69 -2.48
C -3.35 2.47 -2.41
C -4.09 1.42 -1.55
C -3.52 2.02 -3.87
C -4.07 3.84 -2.34
C -1.70 3.64 0.48
C -0.66 3.32 1.57
C -3.03 3.08 1.02
C -1.84 5.17 0.42
H 0.90 3.70 -0.55
H -1.04 2.23 -4.09
H 0.63 3.77 -5.17
H 2.33 4.28 -5.09
H 1.09 5.10 -4.10
H 1.32 1.37 -4.58
H 2.35 1.09 -3.18
H 3.00 1.95 -4.59
H 2.50 4.66 -2.06
H 3.69 3.80 -3.06
H 2.98 3.02 -1.64
H -4.12 0.46 -2.07
H -5.12 1.72 -1.35
H -3.60 1.25 -0.60
H -2.99 1.08 -4.05
H -3.14 2.76 -4.57
H -4.58 1.85 -4.08
H -4.06 4.25 -1.33
H -5.11 3.74 -2.66
H -3.56 4.55 -2.99
H -0.49 2.25 1.65
H -1.02 3.67 2.55
H 0.30 3.80 1.38
H -2.97 2.02 1.24
H -3.87 3.24 0.35
H -3.26 3.58 1.97
H -0.89 5.61 0.11
H -2.12 5.59 1.39
H -2.59 5.47 -0.31
O -1.46 -2.17 3.70
C -2.40 -1.39 4.04
O -2.25 -0.23 4.48
C -3.82 -1.84 3.65
O -4.54 -2.43 4.46
O -4.10 -1.55 2.43
C 3.92 -3.28 2.24
C 3.82 -1.94 2.97
C 3.30 -2.22 4.39
C 5.20 -1.30 3.06
P 2.45 -0.94 2.14
C 2.09 0.39 3.36
C 0.83 0.32 3.95
C 0.41 1.28 4.87
C 1.27 2.31 5.22
C 2.54 2.38 4.67
C 2.95 1.43 3.75
C 3.10 -0.02 0.63
C 3.69 -1.05 -0.33
C 4.11 1.12 0.80
C 1.82 0.57 0.02
H 4.58 -3.95 2.80
H 4.33 -3.18 1.24
H 2.94 -3.76 2.16
H 3.94 -2.96 4.87
H 2.28 -2.61 4.37
H 3.30 -1.32 5.01
H 5.87 -1.97 3.61
H 5.18 -0.35 3.59
H 5.64 -1.14 2.08
H 0.16 -0.50 3.73
H -0.59 1.18 5.27
H 0.95 3.07 5.93
H 3.22 3.18 4.95
H 3.95 1.51 3.33
H 4.69 -1.36 -0.04
H 3.76 -0.61 -1.33
H 3.07 -1.95 -0.40
H 5.00 0.82 1.35
H 3.66 1.97 1.31
H 4.42 1.45 -0.19
H 1.08 -0.19 -0.20
H 2.04 1.10 -0.91
H 1.37 1.31 0.69
*
```

(2)
Density functional theory data (ωB97M-V/def2-TZVPD) for a structure of composition C2H6Cl2NOPS.

Summary:
Orbital gap (alpha / beta): 7.4 / 7.6 eV
ΔE to the lowest compared entry with this formula, charge and spin: 1.029 eV
Strongest force on any atom: 3.711 eV/Å

The geometry in ORCA input format:
```
! wB97M-V def2-TZVPD RIJCOSX def2/J DEFGRID3
* xyz 0 1
C -0.69 -0.68 1.26
C -1.63 0.09 -0.83
N -0.79 0.45 0.30
O 0.21 1.24 0.22
P 2.26 0.46 -0.48
S 2.14 -1.26 -1.33
Cl 3.03 1.92 -1.48
Cl 3.21 0.39 1.23
H -0.21 -0.28 2.29
H -1.78 -1.13 1.30
H 0.01 -1.44 0.87
H -2.71 0.12 -0.51
H -1.75 0.94 -1.55
H -1.29 -0.82 -1.28
*
```

(3)
Density functional theory data (ωB97M-V/def2-TZVPD) for a structure of composition C23H44Br9N3O3.

Summary:
Orbital gap (alpha / beta): 8.0 / 8.9 eV
Strongest force on any atom: 5.629 eV/Å

The geometry in ORCA input format:
```
! wB97M-V def2-TZVPD RIJCOSX def2/J DEFGRID3
* xyz 0 3
C 0.77 -0.53 20.80
Br 1.24 0.30 19.07
Br 1.51 -2.43 20.66
Br -1.24 -0.66 21.15
H 1.14 0.13 21.59
C 3.33 0.71 25.54
Br 2.41 -0.10 23.99
Br 2.90 -0.27 27.20
Br 2.86 2.64 25.61
H 4.40 0.62 25.37
C -4.80 -1.37 21.78
Br -5.20 -3.28 21.74
Br -5.33 -0.54 23.49
Br -5.75 -0.56 20.23
H -3.74 -1.18 21.65
C 2.58 -2.13 13.07
C 1.41 -2.26 14.13
C 1.73 -1.44 15.42
C 1.87 0.05 15.24
C 0.40 0.48 14.69
C 0.06 -0.24 13.34
N 0.13 -1.73 13.57
O -0.41 -2.58 12.52
C -1.38 0.21 13.02
C 0.92 0.46 12.26
C 1.26 -3.69 14.73
H 3.22 -2.99 13.26
H 3.17 -1.24 13.31
H 2.26 -1.95 12.04
H 0.90 -1.59 16.11
H 2.58 -1.86 15.96
H 2.71 0.35 14.60
H 2.02 0.45 16.24
H 0.27 1.56 14.62
H -0.38 0.23 15.41
H -1.85 -0.26 12.16
H -2.05 -0.02 13.85
H -1.46 1.30 13.01
H 0.98 -0.18 11.38
H 0.47 1.37 11.87
H 1.89 0.82 12.60
H 0.73 -4.31 14.01
H 0.71 -3.69 15.67
H 2.16 -4.26 14.96
C -0.91 1.70 24.98
C -1.54 2.89 24.18
C -0.53 3.10 22.99
C -1.05 3.92 21.78
C -2.42 3.41 21.25
C -3.38 3.30 22.44
N -2.87 2.56 23.64
O -3.81 2.30 24.71
C -4.00 4.66 22.76
C -4.50 2.48 21.82
C -1.49 4.19 25.15
H -1.12 0.78 24.43
H -1.46 1.72 25.92
H 0.16 1.86 25.14
H 0.39 3.58 23.31
H -0.17 2.12 22.66
H -0.33 3.89 20.96
H -1.14 4.97 22.05
H -2.32 2.51 20.65
H -2.75 4.21 20.59
H -4.07 5.32 21.89
H -4.91 4.70 23.35
H -3.16 5.23 23.17
H -5.01 3.03 21.02
H -4.07 1.61 21.33
H -5.27 2.13 22.50
H -2.42 4.18 25.73
H -1.37 5.14 24.63
H -0.69 3.99 25.86
O 3.39 1.73 21.43
C 4.13 1.92 20.50
N 3.84 2.93 19.70
C 5.23 0.95 20.22
H 3.29 3.70 20.08
H 4.14 2.79 18.75
H 4.80 -0.05 20.20
H 5.92 1.04 21.06
H 5.70 1.09 19.25
*
```